--- P ---
Density functional theory data (ωB97M-V with the def2-TZVPD basis set) for a cluster of 2 separate species, C3H4BrF in total.

- frontier orbital gap (spin up / spin down) (eV) = 10.2229 / 10.2218
- LUMO level (spin up / spin down) (eV) = -0.63 / -0.63

Last columns: bonded neighbours and bond lengths (Å).
Cartesian coordinates (Å):
1 F 1.043 -2.105 -0.058  no bonds
2 H -1.004 -0.520 -1.309  C8 1.080
3 H -0.430 1.200 -1.296  C8 1.082
4 H -0.547 1.134 1.323  C5 1.082
5 C -0.543 0.214 0.752  H4 1.082, C7 1.455, C8 1.526, H9 1.079
6 Br 2.396 0.519 0.126  C7 1.831
7 C 0.680 -0.113 0.035  C5 1.455, Br6 1.831, C8 1.456
8 C -0.476 0.253 -0.772  H2 1.080, H3 1.082, C5 1.526, C7 1.456
9 H -1.118 -0.582 1.199  C5 1.079

These are the Mulliken partial charges, in e, on atoms 1 to 5: F -0.551; H 0.237; H 0.254; H 0.256; C -0.483

--- Q ---
Density functional theory data (ωB97M-V with the def2-TZVPD basis set) for the molecule C3H4BrF.

- SMILES string = C=C(Br)CF
- frontier orbital gap (eV) = 10.6328
- LUMO level (eV) = 0.59

Last columns: bonded neighbours and bond lengths (Å).
Cartesian coordinates (Å):
1 H 0.937 -1.706 0.120  C6 1.047
2 H 0.337 1.560 -1.069  C4 1.028
3 F 1.988 1.491 0.058  C4 1.571
4 C 0.483 1.096 -0.162  H2 1.028, F3 1.571, H8 1.205, C9 1.694
5 H -0.874 -2.394 0.186  C6 1.169
6 C -0.092 -1.526 0.189  H1 1.047, H5 1.169, C9 1.297
7 Br -2.266 0.125 -0.059  C9 1.852
8 H -0.049 1.655 0.763  C4 1.205
9 C -0.464 -0.301 -0.025  C4 1.694, C6 1.297, Br7 1.852

These are the Mulliken partial charges, in e, on atoms 1 to 5: H 0.313; H 0.321; F -0.320; C -0.294; H 0.225

Which structure wins on stability? Q wins.

--- P ---
Density functional theory data (ωB97M-V with the def2-TZVPD basis set) for a cluster of 4 separate species, C3H11NO6 in total.

- SMILES string = O=CCNC(=O)O.O.O.O
- frontier orbital gap (eV) = 10.0518
- LUMO level (eV) = 0.24

Last columns: bonded neighbours and bond lengths (Å).
Cartesian coordinates (Å):
1 C 0.557 -0.248 0.441  O10 1.243, O17 1.335, N21 1.337
2 H 0.663 -1.149 2.028  O17 0.964
3 H 2.724 -1.018 1.195  O12 0.991
4 H -2.079 0.099 0.685  C9 1.102
5 H 0.201 1.253 -0.868  N21 1.008
6 H 2.817 -2.333 -2.386  O16 0.969
7 H -2.355 1.229 -0.709  C9 1.186
8 H -3.572 -0.929 -2.917  O20 0.987
9 C -1.600 0.941 0.159  H4 1.102, H7 1.186, C13 1.529, N21 1.472
10 O 1.702 -0.459 0.005  C1 1.243
11 H -2.475 -0.925 -1.771  O20 0.949
12 O 2.699 -1.281 2.150  H3 0.991, H19 0.943
13 C -1.055 2.061 1.046  C9 1.529, O14 1.202, H15 1.095
14 O -1.245 3.170 0.620  C13 1.202
15 H -0.692 1.761 2.034  C13 1.095
16 O 2.018 -2.145 -2.902  H6 0.969, H18 0.962
17 O -0.058 -0.833 1.472  C1 1.335, H2 0.964
18 H 1.385 -1.723 -2.312  O16 0.962
19 H 2.763 -0.524 2.711  O12 0.943
20 O -3.267 -0.502 -2.080  H8 0.987, H11 0.949
21 N -0.228 0.591 -0.242  C1 1.337, H5 1.008, C9 1.472

These are the Mulliken partial charges, in e, on atoms 1 to 5: C 0.710; H 0.407; H 0.393; H 0.333; H 0.276

--- Q ---
Density functional theory data (ωB97M-V with the def2-TZVPD basis set) for a cluster of 4 separate species, C3H11NO6 in total.

- SMILES string = O=CNCC(=O)O.O.O.O
- frontier orbital gap (eV) = 10.3187
- LUMO level (eV) = 0.41

Last columns: bonded neighbours and bond lengths (Å).
Cartesian coordinates (Å):
1 O 0.453 -2.012 3.046  C9 1.211
2 C -0.163 -1.045 -0.799  O8 1.321, C10 1.521, O17 1.213
3 N 0.403 -2.692 0.926  C9 1.386, C10 1.465, H19 1.005
4 O 0.386 4.115 0.114  H14 0.972, H15 0.961
5 H -1.019 -1.404 1.703  C9 1.094
6 H 0.391 -3.060 -1.143  C10 1.078
7 H -2.494 2.313 -0.348  O16 0.964
8 O 0.975 -0.693 -1.368  C2 1.321, H13 0.980
9 C -0.133 -1.980 1.987  O1 1.211, N3 1.386, H5 1.094
10 C -0.179 -2.515 -0.407  C2 1.521, N3 1.465, H6 1.078, H21 1.085
11 H -1.489 1.792 -1.303  O16 0.966
12 H 1.196 2.435 -0.542  O18 0.973
13 H 1.213 0.257 -1.318  O8 0.980
14 H -0.341 3.789 -0.441  O4 0.972
15 H 0.388 3.618 0.937  O4 0.961
16 O -1.696 2.596 -0.810  H7 0.964, H11 0.966
17 O -1.082 -0.294 -0.547  C2 1.213
18 O 1.160 2.077 -1.447  H12 0.973, H20 0.963
19 H 1.340 -3.044 1.015  N3 1.005
20 H 1.452 2.844 -1.951  O18 0.963
21 H -1.202 -2.873 -0.372  C10 1.085

These are the Mulliken partial charges, in e, on atoms 1 to 5: O -0.566; C 0.703; N -0.169; O -0.714; H 0.345

Which structure wins on stability? Q wins.